1.
{
  "formula": "C57H45CsN7PS",
  "method": "ωB97M-V with the def2-TZVPD basis set",
  "e_above_lowest_kj_mol": 0.0,
  "total_energy_ha": -3342.1011,
  "symbols": ["C", "H", "H", "H", "H", "H", "C", "C", "C", "C", "H", "H", "H", "C", "N", "H", "C", "H", "H", "C", "C", "H", "C", "N", "C", "H", "C", "H", "P", "N", "C", "C", "C", "C", "H", "C", "C", "H", "C", "C", "H", "H", "C", "C", "C", "H", "H", "H", "Cs", "C", "N", "C", "H", "C", "C", "C", "H", "H", "C", "C", "C", "H", "H", "H", "C", "H", "C", "H", "H", "C", "C", "C", "H", "C", "N", "H", "H", "C", "H", "C", "H", "H", "C", "C", "H", "C", "S", "C", "C", "C", "H", "C", "C", "H", "H", "H", "H", "H", "C", "H", "N", "C", "N", "C", "C", "C", "C", "H", "C", "C", "C", "C"],
  "positions_angstrom": [[4.37960, 2.63857, -1.42737], [0.90544, -3.21739, -1.03293], [1.06917, 0.36788, 7.27831], [-2.67779, 0.85292, 5.26672], [-4.97448, -2.46772, -3.34643], [3.75710, 6.97644, -3.25610], [-5.11973, 2.28636, 3.74327], [-0.18921, -6.28251, -0.12481], [-0.81216, 3.29266, -3.48676], [-4.80859, -4.01674, -4.82031], [0.77793, -4.40563, 3.11928], [-4.35459, -5.59203, -6.20297], [5.16813, -5.61950, 1.43037], [0.46371, 1.20610, 4.05533], [2.49410, -3.74467, 2.21426], [-0.55221, 4.32698, -3.69998], [0.51108, 0.60302, 6.38115], [2.85970, 4.43806, -6.58414], [1.75010, 2.84224, -5.06706], [-1.63641, -2.49422, -1.44620], [4.19179, -5.37073, 1.82293], [4.65957, 2.57522, 2.41928], [-4.25375, 2.75046, 0.65473], [-1.35571, -1.33670, -0.77353], [1.89009, 2.42382, -1.26600], [-1.83057, 3.24577, -3.11210], [-0.93187, 1.19415, 4.06360], [2.26228, 0.90845, 5.17560], [-1.91744, 1.42714, -1.11229], [-1.15417, 1.13366, 1.60709], [-1.54749, -6.09972, -0.33359], [4.55269, -2.97064, 1.19504], [0.69511, -5.23829, -0.36219], [-3.34107, 3.72003, 4.49021], [-4.03751, 0.51173, -3.20065], [5.61755, 2.77802, -0.81837], [1.76287, -4.70645, 2.76991], [-3.99912, 3.01312, -0.36705], [-5.50554, 3.84686, 5.53066], [3.34234, 2.47466, 0.73386], [6.50632, 2.88122, -1.42805], [-6.16756, 4.28423, 6.26700], [3.30808, 6.07663, -3.65740], [-2.09419, -4.00893, -4.24029], [-1.91188, -0.35958, -1.45153], [1.51833, -6.75283, 3.37057], [-1.93599, -5.58639, -5.67703], [-1.03662, -4.00606, -4.00565], [1.32614, -0.94037, 1.15135], [-2.94038, -3.11490, -3.58346], [-2.56099, -0.84410, -2.55930], [-2.87813, 2.12027, 2.65277], [-0.74569, 2.72234, -4.41411], [-1.59525, 0.88320, 5.24872], [3.72625, -4.04016, 1.76195], [1.17990, 0.90728, 5.20324], [2.44304, 2.37005, 1.33030], [-2.23692, -6.91478, -0.15126], [-2.03202, -4.87111, -0.76246], [-0.87677, 0.59417, 6.40017], [-0.19973, 1.93178, -1.42555], [-3.82158, 5.04848, 6.09925], [-2.31110, 4.04807, 4.41714], [0.18433, -7.23620, 0.22740], [3.41349, -6.35395, 2.39365], [-1.40506, 0.34788, 7.31267], [-5.96931, 2.85015, 4.68342], [7.38415, -1.51036, -0.31908], [3.87033, 6.50795, -5.68337], [5.72120, 2.76783, 0.56533], [6.44988, -1.79199, 0.14768], [-4.30361, -3.13477, -3.87578], [-5.09973, 2.06373, 0.64118], [-3.79895, 2.72065, 3.63324], [0.09325, 2.76632, -2.47852], [-5.86891, -4.02350, -5.03846], [6.69019, 2.86075, 1.03869], [2.09320, 4.02191, -3.30513], [-6.99122, 2.50218, 4.76310], [-4.18950, 4.27627, 5.43559], [2.62285, 5.38872, -1.74133], [-3.09576, -4.72481, -0.91309], [-2.38887, -2.20812, -2.56491], [-1.15710, -3.81258, -0.98623], [0.98215, 1.45144, 3.13740], [2.66812, 5.18948, -2.80515], [6.14933, -3.41739, 0.56793], [0.21172, -4.01662, -0.80189], [2.17002, 3.76057, -4.67234], [-1.66333, 1.49156, 2.82040], [-4.53997, 3.64729, 1.19846], [1.42493, 3.08548, -2.38378], [3.22776, 2.49589, -0.65599], [-3.55614, -0.72217, -4.37926], [5.43288, 0.07354, 0.26859], [3.77955, -7.37277, 2.44506], [-2.48538, 0.64006, -4.04503], [-5.47408, 1.48618, 3.10406], [-2.01883, 1.53287, 0.69905], [1.75725, -5.37458, -0.20457], [0.87371, 1.70783, -0.69835], [4.58082, 2.60761, 1.33986], [-3.09611, 2.14660, 1.29740], [3.37273, 5.81333, -5.01868], [2.80241, 4.65395, -5.52487], [-2.60248, -4.89621, -5.17568], [5.39571, -0.98912, 0.47635], [4.30748, 2.62839, -2.50771], [-3.95912, -4.89859, -5.47159], [-3.19899, -0.05424, -3.60183], [4.26583, -1.62520, 1.09848], [2.16298, -6.02306, 2.90045]]
}

2.
{
  "formula": "C57H45IN2P3PtSi",
  "method": "ωB97M-V with the def2-TZVPD basis set",
  "charge": 1,
  "total_energy_ha": -4038.9774,
  "symbols": ["Pt", "C", "C", "C", "C", "C", "C", "C", "H", "H", "H", "H", "H", "H", "H", "H", "Si", "H", "C", "C", "C", "C", "H", "H", "P", "C", "C", "H", "H", "H", "C", "C", "H", "I", "C", "H", "H", "H", "C", "H", "C", "H", "C", "C", "C", "C", "C", "C", "C", "H", "C", "C", "C", "C", "H", "N", "H", "C", "C", "C", "H", "H", "C", "C", "N", "C", "H", "C", "H", "C", "C", "C", "C", "C", "H", "H", "H", "C", "C", "H", "H", "C", "C", "C", "C", "H", "C", "C", "H", "P", "C", "C", "H", "C", "H", "P", "C", "H", "C", "H", "H", "H", "C", "H", "H", "H", "H", "C", "H", "C"],
  "positions_angstrom": [[0.99538, 0.34061, 0.75695], [-4.39921, 1.92183, -3.21542], [-3.93561, 4.68450, 0.53125], [-5.07818, 1.67805, -2.02942], [4.33052, -3.40807, 2.98038], [0.40105, -0.16149, -2.29942], [6.05103, -3.06202, 1.34322], [0.09425, -5.03320, -1.15189], [3.16213, -3.69468, -1.60039], [0.02941, 1.91433, 3.39629], [-1.71021, -0.05817, -2.70332], [-5.05132, -0.38901, 1.65978], [3.21514, -0.54619, 3.02602], [0.46756, 3.71789, -2.56915], [-4.40284, -5.71664, 0.25856], [4.39445, 0.81564, -0.30420], [-0.26157, -1.58925, 1.23596], [-1.79206, 3.37950, -1.73732], [-3.34284, 0.15774, -1.32446], [5.06044, 0.94474, -2.33053], [-2.05524, 3.69113, 1.63053], [5.64074, -3.59133, 2.55580], [-0.13484, 5.57369, 0.62997], [-3.91950, 4.58699, -1.60755], [-2.59815, -1.15428, -0.30035], [4.15139, -0.68089, -3.84279], [4.33172, 0.38402, -1.29740], [-5.11474, -0.66625, 4.08658], [-5.40233, -3.79122, -3.42865], [5.50319, -1.93466, -0.39139], [-3.12691, -1.46189, 4.22145], [2.41837, 0.23201, 4.83296], [2.96012, 2.61494, 0.83053], [0.58899, 1.81204, 6.76246], [-3.26958, 4.34941, 1.70210], [-1.45334, -4.20977, 0.04873], [4.62762, 4.39298, 1.20698], [-4.81952, 2.59381, -3.95208], [0.87213, 1.32611, 3.71145], [1.52753, 7.33719, 1.02288], [-2.65962, 0.43017, -2.50879], [3.99734, -3.83463, 3.91682], [3.18256, 5.97991, 1.14377], [1.30470, 3.97724, 0.69926], [0.46412, 1.85265, -3.65023], [3.44363, -2.69584, 2.19033], [-0.45183, -4.06428, -0.32995], [0.38283, 2.00162, -1.27238], [1.84439, 6.30426, 0.98100], [-3.19550, -3.71649, 0.97872], [1.56799, -2.75588, -0.50613], [3.85268, -2.15138, 0.96783], [-3.18293, 1.30392, -3.45002], [2.13105, -3.76781, -1.27790], [-4.19231, -1.78897, -2.72028], [1.60539, 0.67851, 2.81546], [-0.48442, -5.90796, -1.41537], [2.64811, 3.65556, 0.87097], [1.34153, 1.07426, 5.00400], [-4.91230, -3.78120, -2.46446], [5.52815, 0.85491, -4.42190], [3.91042, 6.75797, 1.32429], [1.39531, -4.89126, -1.61543], [-4.22609, -2.64589, -2.05945], [2.53783, 0.02242, 3.51257], [-2.18649, 3.66402, -0.77231], [1.84231, -5.66215, -2.22823], [0.90646, 5.30746, 0.76104], [2.41058, -2.60163, 2.50324], [-4.34984, -4.86041, -0.40056], [-1.49582, 3.36283, 0.39307], [3.58457, 4.65099, 1.08162], [-1.97430, -1.78819, 3.52563], [0.43765, 2.63655, -2.50390], [4.07041, -1.09498, -4.83829], [0.38949, -0.13169, -4.44113], [0.51332, 2.31695, -4.62549], [3.51380, -0.72621, -1.51890], [-3.39548, 4.33819, -0.69615], [-6.02649, 2.16171, -1.83770], [2.77505, -2.08428, -3.01659], [-4.21928, -0.93229, 3.54168], [0.25837, -2.90779, 0.00525], [-4.97623, -4.89314, -1.63928], [4.96949, 0.41168, -3.60911], [-1.52846, 3.44846, 2.54654], [-4.55369, 0.80746, -1.08973], [0.40554, 0.46936, -3.54090], [-5.51200, -5.77692, -1.95535], [0.14413, 2.60942, 0.42412], [-3.59166, -2.60662, -0.82224], [0.43393, 0.61390, -1.14772], [5.68885, 1.80394, -2.14065], [-4.17486, -0.75723, 2.16623], [7.06776, -3.20980, 1.00616], [2.60238, -1.29680, -0.05030], [-3.01783, -1.08403, 1.46697], [-3.69111, 4.60422, 2.66459], [3.42526, -1.24785, -2.80485], [6.33270, -4.15663, 3.16336], [-4.87995, 5.20961, 0.57716], [-2.64038, 1.49484, -4.36593], [-3.66238, -3.72846, 0.00083], [0.37368, -1.24068, -2.23992], [-1.11788, -2.18526, 4.06180], [-5.11089, 0.63036, -0.18615], [-3.17455, -1.60992, 5.29181], [-1.91482, -1.59033, 2.14358], [3.09527, -0.21379, 5.53852], [5.16519, -2.34686, 0.55029]]
}

Number 1: gap between HOMO and LUMO 5.8 eV, HOMO -0.214 Ha. Number 2: gap between HOMO and LUMO 5.4 eV, HOMO -0.310 Ha.